Entry 1:
12
Properties=species:S:1:pos:R:3:forces:R:3 method="wB97M-V/def2-TZVPD" de_lowest_kj_mol=506.2 lumo_ev=0.0 e_tot_ha=-376.712449 homo_ev=-9.60 homo_lumo_gap_ev=9.57
C -1.7552 0.0451 -0.0412 -0.0151 0.0854 -0.4613
N 1.5322 -0.8688 -0.4656 -1.5751 -0.0628 -0.1215
N 0.3889 -0.5083 -0.8701 0.6022 -1.3593 0.5007
O -0.6850 -0.9057 -0.0444 1.0915 -0.0080 0.3682
O 1.6395 -1.4277 0.7351 -0.4842 -0.3193 -0.4587
O 1.3168 1.5379 0.0829 -2.9822 -0.7779 -1.0073
H 0.7511 -1.4135 1.1582 0.0838 0.0512 -0.1999
H 2.1655 1.9002 0.3596 -0.0651 -0.2868 -1.2975
H 0.7307 0.8820 -0.8043 3.2151 2.5828 2.5143
H -1.3802 1.0464 0.1813 -0.0708 -0.1142 0.1036
H -2.4477 -0.3106 0.7209 0.1482 0.1099 -0.0012
H -2.2567 0.0230 -1.0123 0.0517 0.0989 0.0607

Entry 2:
92
Properties=species:S:1:pos:R:3:forces:R:3 method="wB97M-V/def2-TZVPD" de_lowest_kj_mol=42.3 smiles=OCCO.OCCO.OCCO.OCCO.OCCO.CO.CO.CO.CO.CO.CO.CO lumo_ev=0.3 e_tot_ha=-1961.345785 homo_ev=-9.50 homo_lumo_gap_ev=9.82
O 2.2692 2.1875 3.5440 0.2173 0.5899 -0.4322
C 1.8099 1.2150 4.4320 -1.1349 -2.0891 -2.2316
C 2.7616 0.0183 4.4371 -0.4372 -0.0091 2.1512
O 2.8903 -0.4651 3.1528 1.0180 -0.1425 -1.8386
H 2.2926 1.8431 2.6221 -0.3031 0.1055 0.7217
H 1.5724 1.6125 5.3734 0.3072 0.8140 1.4150
H 0.8103 0.7856 4.0884 0.8270 0.4676 0.0909
H 2.3263 -0.8353 5.0038 0.1073 0.7429 0.1218
H 3.7097 0.2853 4.9443 -0.1509 -0.1059 -0.5692
H 3.6773 -0.1492 2.6492 -0.3676 0.3723 0.3458
O 3.9896 0.7792 -1.4732 0.2794 -0.2746 -0.0082
C 3.3532 -0.3745 -1.9844 -0.3733 -1.2454 1.6406
C 1.9843 -0.6275 -1.2663 0.8340 0.9124 -2.9777
O 1.1811 0.5439 -1.6789 0.2739 -1.5685 0.8566
H 3.3335 1.4770 -1.4268 -0.3542 0.2479 -0.0656
H 3.1413 -0.3078 -3.0279 -0.1356 0.3607 -1.0021
H 4.0563 -1.2228 -1.8773 -0.3481 0.4209 0.1745
H 2.0726 -0.7003 -0.2300 0.1380 0.5392 1.8289
H 1.5505 -1.5808 -1.5685 -0.2315 0.0896 -0.3661
H 0.9919 0.3528 -2.6007 -0.3336 0.4206 -0.4088
O 0.0468 1.2361 -4.7516 1.4987 -0.4648 0.3825
C 0.0722 2.4786 -5.4609 0.7193 -0.3296 0.8270
C 1.2776 2.4563 -6.3999 0.3268 1.3723 3.1640
O 2.4532 2.2333 -5.5593 -0.7595 -0.8528 -1.0972
H -0.8101 0.8955 -4.5002 -0.6542 0.6786 -0.2789
H -0.8596 2.5132 -5.9453 -1.1432 0.6926 -1.0689
H 0.2116 3.3302 -4.7804 -0.2213 -0.2235 0.0639
H 1.4412 3.4198 -6.8581 -0.2266 0.1278 -0.4316
H 1.1226 1.6709 -7.0487 0.0648 -1.5715 -1.8852
H 2.4656 1.2616 -5.5263 0.3835 0.4976 0.4530
O 0.2362 -2.8349 5.1876 1.6796 -1.3381 0.1924
C 0.3851 -2.5280 3.8276 1.8217 0.2953 1.6818
C 1.7433 -3.0334 3.4658 1.1645 0.2464 0.3404
O 2.1021 -2.7664 2.1231 -0.1806 -0.3985 -0.3815
H -0.5238 -2.4478 5.5455 -1.8911 0.8884 0.5103
H -0.3144 -3.0066 3.2457 -1.8248 -0.9019 -1.4362
H 0.3662 -1.4816 3.7288 -0.2904 1.5613 -0.6402
H 1.7333 -4.0813 3.5627 -0.0620 -1.5468 0.0865
H 2.5397 -2.7091 4.1740 -0.6429 0.1379 -0.5171
H 2.4560 -1.8723 2.1182 0.0084 0.4203 0.2487
O -2.9998 2.1628 -4.2061 0.2684 0.7002 0.4012
C -2.7689 3.5525 -3.9271 -0.0815 -0.3753 0.2303
C -1.9815 3.7849 -2.6374 1.0991 -1.3580 -1.7774
O -1.9070 5.1532 -2.4308 -1.1791 0.9614 1.4734
H -3.4357 1.8795 -3.3966 -0.2141 -0.6851 0.0042
H -2.1939 3.9746 -4.7226 0.0639 0.2254 -0.7640
H -3.7353 4.0785 -3.8410 0.2430 -0.0234 -0.0959
H -0.9171 3.4783 -2.7379 -0.6648 -0.1608 -0.1715
H -2.4187 3.0822 -1.9351 -0.2232 0.5481 1.1816
H -2.7643 5.4490 -2.0626 0.7053 0.0123 -0.3123
C -5.5372 -2.4363 -1.4093 -0.1122 2.2815 0.6453
O -4.4786 -2.0026 -0.5223 -0.2498 -1.4533 0.2360
H -6.4516 -2.6457 -0.8345 0.2674 -0.2378 -0.3446
H -5.7153 -1.5518 -2.0391 -0.2238 -0.3277 0.1488
H -5.2233 -3.2078 -2.0638 0.2200 -1.0807 -0.3815
H -4.2582 -2.8014 0.0059 0.1344 1.0257 -0.3052
C -0.9292 -0.3273 1.0446 -1.2443 -0.8945 1.3467
O -1.3084 -1.7309 1.1176 -1.5521 2.7020 1.3447
H -1.7718 0.2201 1.5411 1.0261 -0.4103 -0.4654
H -0.0092 -0.1532 1.5919 0.2179 0.0314 0.3310
H -0.7911 0.0082 0.0384 -0.1848 0.1602 -0.8308
H -0.7446 -2.2097 0.5684 1.7952 -1.7961 -1.6011
C 1.4101 3.1569 0.0376 0.6038 -2.3790 1.0758
O 1.7079 1.8141 0.6552 -0.6481 0.9762 -0.0347
H 1.4527 2.9008 -0.9929 -0.0275 0.5449 -1.2062
H 0.3760 3.4358 0.2916 0.6985 0.5006 0.2123
H 2.2688 3.7948 0.3276 -1.0606 -0.0774 0.0045
H 1.0382 1.1950 0.2957 0.6379 0.6953 0.1672
C -3.9498 -1.6339 3.3777 0.9446 -1.1745 -0.4057
O -2.5584 -1.9667 3.6197 -1.0342 0.3873 0.4011
H -4.1587 -1.8791 2.3290 -0.2660 0.2304 0.1150
H -4.5882 -2.2835 3.9976 0.3170 0.3769 -0.0607
H -4.1623 -0.5877 3.5573 -0.0402 0.2655 0.1608
H -2.0833 -1.8358 2.7880 0.0472 -0.1519 -0.1567
C 4.9408 -1.2340 0.8593 -1.7392 0.4279 -0.5552
O 4.7794 0.1275 1.2162 -0.1923 0.7518 -0.1167
H 3.9388 -1.5941 0.5227 0.8798 -0.2295 -0.1925
H 5.6993 -1.3605 0.0987 0.1694 -0.2104 -0.1740
H 5.1459 -1.7865 1.7483 0.5279 -0.3761 0.5933
H 4.3692 0.6089 0.4533 0.5081 -0.5751 0.5548
C -3.6754 1.7466 0.4410 -0.4709 0.9825 0.0418
O -4.2145 1.0653 -0.6654 0.1759 -1.8252 -0.0621
H -4.2478 1.4963 1.3401 0.4112 -0.1229 0.2138
H -2.5826 1.6232 0.5791 -0.7266 0.0842 -0.1320
H -3.9106 2.8039 0.2471 0.3927 -0.1345 0.1756
H -4.2509 0.0949 -0.4384 0.0902 1.1452 -0.4750
C 0.1012 -4.7996 0.5124 0.5792 -1.1085 -4.8845
O 0.5201 -3.5442 0.0402 0.7036 1.2207 1.8044
H -0.0866 -4.9436 1.5042 -0.3314 0.1456 2.8884
H -0.7883 -4.9608 -0.0771 -0.6245 -0.6849 0.1926
H 0.8539 -5.5190 0.1193 -0.4797 -0.0971 0.6952
H 1.0768 -3.2632 0.8119 0.2404 0.6271 -0.7945

Entry 3:
8
Properties=species:S:1:pos:R:3:forces:R:3 method="wB97M-V/def2-TZVPD" de_lowest_kj_mol=324.7 lumo_ev="-0.9 / -3.3" e_tot_ha=-539.236220 homo_ev="-10.18 / -9.95" homo_lumo_gap_ev="9.29 / 6.61"
C -0.6726 0.4191 0.4064 -0.4073 -0.3279 -1.5920
C -0.5552 -1.2559 -0.7295 -0.4799 -1.2909 -1.1092
N -1.1745 -0.7960 0.3157 -0.3108 0.1936 2.2351
N 0.1690 -0.4546 -1.3974 1.5288 0.1905 -2.1986
N 0.0453 0.6909 -0.7171 -0.0334 0.4511 2.3511
I 2.3122 -1.1563 1.6764 -0.0047 -0.0248 0.0095
H -0.8314 1.0978 1.1808 -0.3384 1.0489 0.9745
H 0.7070 1.4550 -0.7354 0.0456 -0.2406 -0.6704

Entry 4:
16
Properties=species:S:1:pos:R:3:forces:R:3 method="wB97M-V/def2-TZVPD" de_lowest_kj_mol=417.2 lumo_ev=0.2 e_tot_ha=-740.003102 homo_ev=-8.18 homo_lumo_gap_ev=8.38
C 0.7268 -0.3886 -0.4833 0.0695 -2.8733 0.2709
C -0.2974 -1.2523 -1.1016 1.0485 1.5457 1.9603
C 2.2618 1.1862 -0.0359 1.7137 0.7776 -1.5238
C -1.7892 0.4387 1.0514 0.5053 1.7122 0.2034
N 1.1041 0.7458 -0.7859 0.5424 1.7492 -0.1238
N -1.5244 -1.0392 -0.7412 -0.5850 -2.1861 -1.3581
O -2.0215 0.0995 -0.2826 -0.5380 0.8450 -1.4806
S 1.1962 -1.6440 0.6723 -0.4047 0.4946 -0.6497
H -0.0014 -2.0940 -1.6726 -0.1408 -0.5520 -0.5383
H 2.7387 0.3593 0.4798 0.1464 -0.1120 0.1479
H 2.0830 1.9721 0.6866 -0.4332 0.2341 0.0401
H 3.0142 1.6041 -0.8014 -1.0629 -0.4800 1.1560
H -1.1133 1.3166 1.0271 -0.2314 -0.5178 0.3875
H -1.3792 -0.3436 1.6417 0.2605 -0.7339 0.4296
H -2.7694 0.7445 1.3434 -0.4863 0.2654 0.9804
H -2.2290 -1.7049 -0.9978 -0.4041 -0.1687 0.0982

Entry 5:
5
Properties=species:S:1:pos:R:3:forces:R:3 method="wB97M-V/def2-TZVPD" de_lowest_kj_mol=154.9 smiles="O=P.Cl" lumo_ev=-1.0 e_tot_ha=-877.947753 homo_ev=-9.79 homo_lumo_gap_ev=8.77
O -1.3566 0.0683 0.2079 0.8043 -0.9116 -0.3794
P -2.1123 1.2282 0.6598 -0.6917 1.2649 0.4912
H -1.1175 2.2891 0.9614 -0.1102 -0.3466 -0.1142
Cl 1.9934 -2.3288 -0.7347 0.0318 0.0221 -0.0131
H 2.5930 -1.2569 -1.0944 -0.0342 -0.0287 0.0155

Entry 6:
15
Properties=species:S:1:pos:R:3:forces:R:3 method="wB97M-V/def2-TZVPD" de_lowest_kj_mol=588.2 lumo_ev="0.7 / 0.9" e_tot_ha=-287.608422 homo_ev="-7.29 / -7.69" homo_lumo_gap_ev="7.95 / 8.62"
C 1.0336 -0.1198 -0.3936 -1.1607 -0.8271 0.4779
C -1.2363 -0.0940 0.5044 1.3852 -0.4172 -0.7753
C 2.2930 0.3329 0.2312 0.0632 0.0711 -0.0272
C -2.3341 0.6610 -0.1337 0.1310 -0.2910 -0.1053
N 0.5205 -1.4235 0.0502 0.4654 0.5820 0.0362
O -0.9144 -1.3310 -0.0668 -0.2841 0.5435 -0.1475
H 0.8175 0.1841 -1.4128 -0.2167 0.0426 -0.0669
H -0.9765 0.0373 1.5433 0.0679 -0.1318 0.1983
H 2.2027 1.3746 0.5429 0.0453 0.0975 0.0693
H 3.1376 0.2955 -0.4639 0.0672 -0.0823 0.0447
H 2.5031 -0.2789 1.1042 0.1145 0.0299 0.0873
H -2.5783 1.5379 0.4577 -0.0812 0.0556 0.0525
H -3.2228 0.0346 -0.2442 -0.1605 0.0101 0.0385
H -2.0432 0.9777 -1.1370 -0.0419 0.0153 -0.0416
H 0.7976 -2.1884 -0.5818 -0.3944 0.3018 0.1592

Entry 7:
52
Properties=species:S:1:pos:R:3:forces:R:3 method="wB97M-V/def2-TZVPD" s2=2.012 spin_multiplicity=3 lumo_ev="2.3 / 2.1" e_tot_ha=-4795.972980 charge=-1 homo_ev="-3.46 / -4.71" homo_lumo_gap_ev="5.72 / 6.79"
Pd 0.2469 -0.2151 0.5600 0.0256 -0.2112 -0.2047
O 3.7703 2.3296 -0.8894 0.2728 0.0778 -0.1237
C 4.5229 1.3618 -1.4514 -0.0494 0.2074 0.0345
C 5.7356 1.7384 -2.0333 0.0090 0.0060 -0.0077
C 6.5476 0.7952 -2.6299 -0.0001 -0.0012 -0.0008
C 6.1668 -0.5443 -2.6583 -0.0225 0.0109 0.0112
C 4.9687 -0.9155 -2.0782 -0.0179 -0.0416 0.0208
C 4.1301 0.0173 -1.4674 -0.0091 -0.1277 -0.0110
C 2.8437 -0.4089 -0.8406 0.1426 0.0089 -0.1565
O 2.0957 0.5286 -0.3626 -0.0592 0.0461 0.0460
N 2.5811 -1.6867 -0.8465 -0.1887 0.1145 0.1220
N 1.3809 -1.9698 -0.1989 0.1706 -0.0872 -0.2259
C 0.8766 -3.0954 -0.5034 -0.0017 0.0172 0.0585
S -0.5447 -3.7094 0.3132 -0.0509 0.0169 -0.0039
C -1.0451 -4.6509 -1.1461 0.0238 -0.0537 -0.0263
C 0.2023 -5.3484 -1.6673 -0.0552 0.0023 0.0263
S 1.5350 -4.1184 -1.7819 -0.0143 -0.0022 0.0117
H 2.9652 1.8666 -0.5496 -0.1330 -0.0611 0.0632
H 6.0115 2.7846 -1.9994 0.0009 -0.0031 -0.0017
H 7.4856 1.1038 -3.0767 -0.0056 0.0000 0.0019
H 6.7992 -1.2879 -3.1255 0.0030 0.0075 0.0005
H 4.6461 -1.9479 -2.0785 0.0056 -0.0093 -0.0018
H -1.4604 -3.9724 -1.8922 -0.0065 0.0109 0.0200
H -1.8071 -5.3674 -0.8397 0.0006 0.0023 0.0005
H 0.0434 -5.7569 -2.6660 0.0100 0.0038 -0.0037
H 0.4955 -6.1536 -0.9935 0.0245 0.0089 -0.0055
C -2.5222 3.0692 0.8143 -0.0157 -0.0343 -0.0563
Te -0.8964 2.0110 1.7558 0.1990 0.2179 0.2320
C -2.5074 0.7448 2.3279 -0.0688 -0.0973 -0.0469
C -3.6787 1.6661 2.5044 0.0313 0.0162 -0.0095
C -4.7123 1.4174 3.3956 -0.0368 -0.0131 -0.0071
C -5.7581 2.3224 3.5267 -0.0012 -0.0028 0.0032
C -5.7695 3.4827 2.7677 -0.0111 -0.0036 0.0040
C -4.7347 3.7383 1.8768 -0.0387 0.0045 -0.0180
C -3.6892 2.8366 1.7371 0.0134 0.0157 0.0077
H -2.6827 2.6251 -0.1701 -0.0450 0.0169 0.0015
H -2.2907 4.1251 0.6929 0.0070 0.0080 -0.0062
H -2.2285 0.1778 3.2117 -0.0446 0.0212 0.0357
H -2.6542 0.0543 1.4937 -0.0291 -0.0556 0.0517
H -4.6914 0.5168 3.9975 -0.0009 0.0007 -0.0043
H -6.5564 2.1259 4.2315 0.0009 -0.0003 -0.0027
H -6.5781 4.1949 2.8761 0.0064 0.0032 -0.0002
H -4.7358 4.6518 1.2931 0.0028 -0.0041 -0.0030
Se 0.9342 -0.5324 3.1177 -0.0281 -0.1595 0.2206
C 0.0940 -2.1208 3.5223 0.0014 0.1757 -0.0690
N -0.4261 -3.1180 3.7955 -0.0167 0.0154 0.0132
C -0.6653 1.1778 -2.1080 0.0694 -0.0209 0.0053
C -0.9000 -0.0207 -1.1946 -0.0563 -0.0909 -0.0463
O -1.6846 -0.8775 -1.5236 -0.0067 0.0412 0.0460
H -0.2906 0.8046 -3.0642 0.0006 0.0084 0.0000
H 0.0541 1.8760 -1.6863 -0.0069 -0.0017 0.0066
H -1.6227 1.6737 -2.2884 -0.0004 -0.0043 -0.0018